# 1
{
  "formula": "CH3FNO2S",
  "method": "wB97M-V/def2-TZVPD",
  "symbols": ["O", "H", "F", "H", "C", "N", "H", "S", "O"],
  "positions_angstrom": [[-1.31770, -0.95966, 0.78613], [1.34998, -0.49476, 0.89208], [2.29310, -0.80892, -0.94970], [0.88416, 0.32094, -0.57127], [1.68854, 0.01762, 0.01797], [-1.63943, 1.36382, -0.39521], [2.41352, 0.81690, 0.32276], [-2.13080, 0.04310, 0.02669], [-3.54137, -0.29905, -0.12945]],
  "forces_ev_per_a": [[-1.2, 0.7, -0.9], [-0.1, -0.8, 0.3], [1.0, -0.7, 0.6], [-1.7, 1.5, 0.1], [1.5, 0.5, -0.5], [0.2, -1.2, 0.2], [-0.7, -0.5, -0.5], [1.1, 1.6, 0.6], [-0.1, -1.0, 0.2]],
  "homo_energy_ev": -4.1,
  "homo_lumo_gap_ev": 8.2,
  "de_lowest_kj_mol": 199.62,
  "total_charge": -1,
  "e_lumo_ev": 4.08,
  "energy_ev": -20222.7051
}

# 2
{
  "formula": "CH3FO3P2",
  "method": "wB97M-V/def2-TZVPD",
  "symbols": ["C", "H", "O", "O", "H", "O", "P", "F", "P", "H"],
  "positions_angstrom": [[1.30393, -0.87841, -0.30518], [3.08657, -2.02749, 0.68324], [2.15496, -1.69338, 0.86038], [1.36654, -0.85685, -1.52562], [-3.41329, 0.85504, -0.15206], [0.24104, 0.01656, 0.40804], [-0.69210, 0.65991, -1.02826], [-1.71156, 0.40884, 1.54809], [-2.26575, 1.54315, 0.45173], [-0.07034, 1.97263, -0.94038]],
  "forces_ev_per_a": [[-0.4, 1.0, 1.0], [-1.7, 1.0, -1.0], [-2.1, 2.1, -2.7], [0.9, -1.0, 4.4], [0.7, 0.1, 0.5], [3.3, -2.9, -3.9], [0.4, 1.0, 2.1], [-1.9, 1.2, -0.3], [0.8, -1.7, 0.2], [0.0, -0.7, -0.4]],
  "homo_energy_ev": -9.3,
  "homo_lumo_gap_ev": 8.9,
  "de_lowest_kj_mol": 75.02,
  "smiles": "O=C(O)O[PH]#[PH]F",
  "e_lumo_ev": -0.48,
  "energy_ev": -28520.5346
}

# 3
{
  "formula": "CH3FP2",
  "method": "wB97M-V/def2-TZVPD",
  "symbols": ["H", "C", "F", "P", "P", "H", "H"],
  "positions_angstrom": [[0.14221, 0.93254, 0.37317], [-2.09050, -0.06736, 0.47663], [-2.87704, -0.94186, -0.02765], [-0.37200, -0.00178, -0.38728], [1.33385, -1.11540, 0.00314], [1.28357, -2.48369, -0.08325], [-2.83856, 0.73831, 0.56716]],
  "forces_ev_per_a": [[0.9, 2.3, 1.3], [1.6, 1.9, -0.2], [-1.6, -3.8, -1.3], [-2.9, -1.4, -0.5], [1.4, 0.8, 0.6], [-0.9, -1.0, -0.4], [1.5, 1.2, 0.5]],
  "homo_energy_ev": [-8.1, -8.1],
  "homo_lumo_gap_ev": [6.8, 7.8],
  "de_lowest_kj_mol": 331.11,
  "e_lumo_ev": [-1.38, -0.29],
  "energy_ev": -22375.8870
}

# 4
{
  "formula": "CH3I",
  "method": "wB97M-V/def2-TZVPD",
  "symbols": ["I", "H", "H", "H", "C"],
  "positions_angstrom": [[2.07930, -1.00638, 0.81511], [-0.78969, 0.65322, 0.82259], [-0.89815, -0.67898, -0.53453], [0.03559, 0.79493, -0.95555], [-0.42705, 0.23720, -0.14762]],
  "forces_ev_per_a": [[-2.2, 1.1, -0.8], [0.6, -0.3, -1.2], [0.2, 0.4, 0.6], [0.0, 0.4, 0.6], [1.4, -1.6, 0.9]],
  "homo_energy_ev": [-9.2, -9.2],
  "homo_lumo_gap_ev": [7.2, 7.2],
  "de_lowest_kj_mol": 184.65,
  "e_lumo_ev": [-2.00, -2.00],
  "energy_ev": -9184.2443
}

# 5
{
  "formula": "CH3I2N2",
  "method": "wB97M-V/def2-TZVPD",
  "symbols": ["N", "H", "H", "I", "C", "I", "H", "N"],
  "positions_angstrom": [[0.48111, 0.38374, 0.10869], [-0.14368, -0.42824, 0.35673], [0.02425, 1.20059, 0.54562], [-5.04540, 0.93582, -0.05473], [1.71104, 0.07484, -0.04344], [-3.24569, -0.97961, -0.01905], [3.41901, -0.82186, -0.76815], [2.79937, -0.36529, -0.12568]],
  "forces_ev_per_a": [[-1.8, -1.0, 1.3], [0.7, 0.6, -0.6], [1.1, 0.2, -0.7], [-0.1, 0.2, 0.0], [1.6, -0.6, 0.0], [0.3, -0.3, 0.0], [0.5, 0.1, -0.3], [-2.3, 0.8, 0.3]],
  "homo_energy_ev": -12.3,
  "homo_lumo_gap_ev": 7.3,
  "de_lowest_kj_mol": 47.80,
  "total_charge": 1,
  "e_lumo_ev": -4.95,
  "energy_ev": -20259.0341
}

# 6
{
  "formula": "CH3I2NO",
  "method": "wB97M-V/def2-TZVPD",
  "symbols": ["I", "H", "H", "C", "O", "N", "H", "I"],
  "positions_angstrom": [[1.66663, 0.55156, 0.47480], [-1.13852, 0.01588, -0.22320], [-1.82536, -1.37735, 0.61858], [-1.09713, -0.47532, 0.73337], [0.22900, -0.86823, 0.85022], [1.43655, 1.40043, -1.19875], [-1.56146, -0.05008, 1.67923], [2.29028, 0.80311, -2.93425]],
  "forces_ev_per_a": [[-0.5, -0.7, 0.1], [-1.0, 1.1, 0.0], [1.7, 0.8, -0.1], [-2.3, -1.5, 0.6], [1.4, -0.5, 0.5], [-0.5, 0.7, 0.4], [0.9, 0.6, -1.3], [0.2, -0.5, -0.1]],
  "homo_energy_ev": -8.8,
  "homo_lumo_gap_ev": 7.7,
  "de_lowest_kj_mol": 173.56,
  "e_lumo_ev": -1.05,
  "energy_ev": -20819.3729
}

# 7
{
  "formula": "CH3I2NO",
  "method": "wB97M-V/def2-TZVPD",
  "symbols": ["H", "H", "C", "O", "H", "I", "N", "I"],
  "positions_angstrom": [[-1.52619, -0.84264, -0.11646], [-0.36917, -0.59604, 1.30931], [-0.46393, -1.00956, 0.23522], [0.46165, -0.44524, -0.64583], [-0.40627, -2.10067, 0.27330], [2.06215, 1.69445, -1.44785], [0.33800, 0.89075, -0.91948], [-0.09623, 2.40896, 1.31179]],
  "forces_ev_per_a": [[1.1, 0.3, 0.4], [0.1, -0.4, -1.7], [-2.8, 0.6, 1.6], [1.8, 0.6, -0.6], [0.9, 0.3, -0.3], [1.4, 0.1, -0.7], [-2.2, -1.1, 1.5], [-0.1, -0.3, -0.1]],
  "homo_energy_ev": [-9.3, -9.0],
  "homo_lumo_gap_ev": [8.1, 6.7],
  "de_lowest_kj_mol": 82.84,
  "e_lumo_ev": [-1.20, -2.23],
  "energy_ev": -20820.3132
}

# 8
{
  "formula": "CH3I2O2P",
  "method": "wB97M-V/def2-TZVPD",
  "symbols": ["H", "H", "C", "O", "P", "H", "I", "I", "O"],
  "positions_angstrom": [[-0.27248, 0.13682, -0.91193], [1.20659, -0.33768, -0.21912], [0.27138, 0.12955, 0.12945], [1.33753, 2.36931, -0.82644], [0.98093, 1.70397, 0.69358], [-0.00404, -0.70737, 0.75726], [2.48637, 1.42174, -2.18835], [-0.86724, 3.28147, 1.11079], [1.29194, 0.60137, -3.21248]],
  "forces_ev_per_a": [[0.4, 0.3, 2.3], [0.5, 0.2, -0.1], [0.1, -0.7, -3.1], [0.4, -0.6, -0.1], [0.0, 0.3, -0.3], [-0.9, 0.5, 0.7], [0.1, 1.0, 1.2], [0.0, -0.4, -0.1], [-0.6, -0.5, -0.5]],
  "homo_energy_ev": -9.1,
  "homo_lumo_gap_ev": 7.7,
  "de_lowest_kj_mol": 485.99,
  "e_lumo_ev": -1.37,
  "energy_ev": -30667.4567
}

# 9
{
  "formula": "CH3I2P",
  "method": "wB97M-V/def2-TZVPD",
  "symbols": ["H", "I", "H", "C", "I", "P", "H"],
  "positions_angstrom": [[1.15674, 0.52560, -0.80009], [-1.10667, 0.37779, -2.28464], [1.02143, -1.11252, -1.34381], [0.60265, -0.14167, -1.42567], [-2.23073, -0.26644, 1.84873], [0.12232, -0.40255, 2.07717], [0.43425, 1.01979, 1.92832]],
  "forces_ev_per_a": [[-0.1, 0.9, 0.0], [-0.5, 0.0, -0.3], [-0.3, -1.0, -0.5], [1.0, 0.1, 1.0], [-0.4, 0.2, -0.1], [0.8, 0.6, -0.2], [-0.4, -0.8, 0.1]],
  "homo_energy_ev": [-8.2, -8.4],
  "homo_lumo_gap_ev": [6.7, 8.1],
  "de_lowest_kj_mol": 391.39,
  "e_lumo_ev": [-1.46, -0.34],
  "energy_ev": -26572.7504
}

# 10
{
  "formula": "CH3I2P",
  "method": "wB97M-V/def2-TZVPD",
  "symbols": ["I", "P", "H", "H", "I", "H", "C"],
  "positions_angstrom": [[1.75577, -2.13142, -0.13929], [0.14297, 0.97788, -0.98099], [-2.36026, 1.39431, -1.41311], [1.28811, -2.25009, -1.67342], [-1.02787, 0.93187, -3.89108], [-0.35050, 1.03077, 0.40805], [-1.35296, 1.08945, -1.78803]],
  "forces_ev_per_a": [[0.0, -0.2, 0.0], [-1.8, 0.0, 0.4], [0.9, -0.6, -0.5], [0.0, 0.0, 0.1], [-0.6, 0.1, 0.5], [0.2, 0.1, -0.9], [1.3, 0.5, 0.5]],
  "homo_energy_ev": -8.9,
  "homo_lumo_gap_ev": 8.6,
  "de_lowest_kj_mol": 290.92,
  "e_lumo_ev": -0.31,
  "energy_ev": -26573.7918
}

# 11
{
  "formula": "CH3I3Si",
  "method": "wB97M-V/def2-TZVPD",
  "symbols": ["H", "H", "I", "Si", "C", "H", "I", "I"],
  "positions_angstrom": [[1.61800, 0.29118, 1.64146], [0.57536, 0.93480, 0.59668], [-5.67644, -1.52426, -0.65392], [1.22567, -1.39646, -0.44108], [0.76004, -0.06002, 1.01054], [-0.08283, -0.30032, 1.74347], [0.80829, -3.62658, 0.60650], [3.57703, -1.29141, -1.20614]],
  "forces_ev_per_a": [[-0.2, -1.2, -0.3], [-0.6, -0.2, -0.6], [0.0, 0.0, 0.0], [-0.4, 0.7, 1.8], [0.5, 0.3, 0.6], [1.1, -0.1, -1.4], [0.1, 0.4, -0.3], [-0.4, 0.1, 0.2]],
  "homo_energy_ev": [-9.7, -8.2],
  "homo_lumo_gap_ev": [7.7, 4.8],
  "de_lowest_kj_mol": 333.80,
  "e_lumo_ev": [-1.98, -3.38],
  "energy_ev": -33265.0022
}

# 12
{
  "formula": "CH3IN2O2",
  "method": "wB97M-V/def2-TZVPD",
  "symbols": ["H", "N", "O", "H", "C", "I", "N", "O", "H"],
  "positions_angstrom": [[-0.16496, 1.66296, 2.37554], [-0.49423, -0.04847, 1.44031], [-0.48470, -0.01298, -2.91366], [-1.67353, 1.10623, 2.40024], [0.10257, -0.49888, 0.49643], [1.08455, -0.76170, -3.38278], [-0.92092, 1.23347, 1.84591], [0.69435, -1.22515, -0.20055], [1.85688, -1.45549, -2.06145]],
  "forces_ev_per_a": [[-0.2, -0.1, 0.0], [-0.3, 0.6, 0.2], [-0.9, 0.4, 0.7], [-2.9, -0.5, 2.3], [-0.2, -0.4, 0.8], [1.6, -0.8, -0.5], [3.3, 0.4, -2.6], [0.3, 0.1, -0.5], [-0.6, 0.4, -0.4]],
  "homo_energy_ev": -8.7,
  "homo_lumo_gap_ev": 8.8,
  "de_lowest_kj_mol": 400.31,
  "e_lumo_ev": 0.09,
  "energy_ev": -16256.2608
}